Density functional theory data (ωB97M-V with the def2-TZVPD basis set) for a cluster of 2 separate species, C4H11N2 in total in a non-equilibrium geometry.

Element x y z (Å)
N  -2.2471  0.7448  -0.4488
N  0.6254  0.5591  -0.2550
C  -1.0341  0.9172  -1.3538
C  1.8524  0.5447  -0.5968
C  0.2459  -1.7097  0.7933
C  0.4117  -0.1419  0.9919
H  1.1968  -2.1000  0.4250
H  -0.5609  -1.8970  0.0124
H  -0.0327  -2.1776  1.7561
H  -2.3000  1.5505  0.2843
H  -2.0564  0.0553  0.2644
H  -0.5096  0.3072  1.4350
H  -0.8016  0.2146  -2.1525
H  -0.7655  1.9349  -1.4078
H  2.2061  1.2196  -1.3342
H  2.4989  -0.0969  -0.0308
H  1.2707  0.0754  1.6175

Values from the calculation:
LUMO energy ... -4.70 eV
Max |F| ... 4.8 eV Å⁻¹
Kohn-Sham gap ... 10.9051 eV
Total energy ... -7297.1210 eV
Spin multiplicity ... 1
Net charge ... +1

Density functional theory data (ωB97M-V with the def2-TZVPD basis set) for a structure of composition C18H17ClINO4PtS2 in a non-equilibrium geometry.

Element x y z (Å)
Pt  -0.4944  -1.0860  0.4473
I  3.6110  -3.0530  -2.1414
Cl  4.8182  -4.4642  3.1873
S  -1.9072  -2.6431  -0.4769
S  0.6040  1.3913  -0.9461
O  1.5158  1.2860  -2.0032
O  -0.5475  0.3495  -1.0450
O  1.2145  1.2108  0.3439
O  1.3244  -1.8675  -0.4714
N  0.4870  -2.0944  2.0616
C  2.7480  -2.9075  2.6764
C  3.8957  -3.5569  2.1069
C  0.2101  -2.0181  3.3418
C  -2.6660  6.4860  -1.4533
C  -1.3220  3.1820  -0.0665
C  4.1982  -3.5304  0.7511
C  1.7999  -2.5149  1.6835
C  -0.3965  2.9125  -1.0839
C  -1.1347  4.7054  -2.4452
C  -0.2600  3.6033  -2.2453
C  -0.9054  -2.8375  -1.9375
C  -2.1733  4.2727  -0.2769
C  1.1153  -2.3240  4.3597
C  2.3552  -2.8653  3.9769
C  -3.3375  -1.8640  -1.2735
C  2.0804  -2.5188  0.3216
C  3.3323  -3.0743  -0.1788
C  -2.0614  5.0470  -1.4428
H  -2.9603  -1.0094  -1.7346
H  -0.7708  -1.7446  3.6174
H  3.0047  -3.2764  4.6834
H  -2.8757  4.5228  0.5175
H  -0.7286  -1.8797  -2.4372
H  -0.1114  -3.3739  -1.5272
H  -0.9963  5.3655  -3.2912
H  -1.3074  2.6798  0.8288
H  0.5415  3.3334  -2.9836
H  -4.1107  -1.6691  -0.5330
H  -3.7489  -2.5742  -1.9665
H  0.6658  -2.3180  5.4148
H  -1.3765  -3.5044  -2.6372
H  5.0688  -4.1357  0.4542
H  -1.9034  6.9671  -0.8578
H  -3.5703  6.4737  -0.8860
H  -2.9247  6.9167  -2.4323

Values from the calculation:
LUMO energy (spin up / spin down) ... -6.60 / -10.16 eV
Max |F| ... 4.2 eV Å⁻¹
Kohn-Sham gap (spin up / spin down) ... 6.9738 / 4.4045 eV
Total energy ... -74141.8006 eV
Spin multiplicity ... 5
Net charge ... +2

Density functional theory data (ωB97M-V with the def2-TZVPD basis set) for a cluster of 2 separate species, C4H12 in total in a non-equilibrium geometry.

Element x y z (Å)
C  0.6410  1.9198  -0.4816
C  -1.8204  -1.6024  0.4068
C  -0.5937  -1.5602  1.3262
C  1.7579  1.1825  -1.2600
H  0.0501  -2.4073  1.1052
H  -1.5411  -1.3592  -0.6263
H  2.7512  1.4129  -0.8486
H  -2.2173  -2.6124  0.3350
H  -0.0391  -0.6315  1.2044
H  -0.1926  2.0513  -1.1685
H  -2.5750  -0.8518  0.6569
H  1.0443  2.8437  -0.0608
H  -0.9281  -1.7039  2.3499
H  1.6662  0.1129  -1.0778
H  0.3424  1.3009  0.3562
H  1.7881  1.3629  -2.3294

Values from the calculation:
LUMO energy ... 1.17 eV
Max |F| ... 1.2 eV Å⁻¹
Kohn-Sham gap ... 12.9376 eV
Total energy ... -4342.3116 eV
Spin multiplicity ... 1
SMILES ... CC.CC
Net charge ... 0

Density functional theory data (ωB97M-V with the def2-TZVPD basis set) for the molecule C2H5N3S in a non-equilibrium geometry.

Element x y z (Å)
S  1.8519  -0.5664  0.8892
N  -0.3135  0.2792  -0.8232
N  -0.3176  2.2271  0.3582
N  -0.3027  -1.0242  -0.5377
C  -0.7418  1.0740  0.1885
C  0.8216  -1.5020  0.1158
H  -0.5319  2.7496  1.2191
H  1.1407  -2.6696  -0.0035
H  -0.6388  -1.6724  -1.1972
H  0.5679  0.6610  -1.0665
H  -1.5357  0.4437  0.8574

Values from the calculation:
LUMO energy ... 0.41 eV
Max |F| ... 5.0 eV Å⁻¹
Kohn-Sham gap ... 9.2344 eV
Total energy ... -17458.3394 eV
Spin multiplicity ... 1
SMILES ... [H]/N=C/NNC=S
Net charge ... 0

Density functional theory data (ωB97M-V with the def2-TZVPD basis set) for a structure of composition C34H38Ge2N2O4S2Tl in a non-equilibrium geometry.

Element x y z (Å)
Tl  1.6499  -1.3783  -0.5877
Ge  -0.4205  2.5439  1.8214
Ge  -0.2097  1.0681  -0.1890
S  3.5622  -0.6185  -2.7894
S  1.8145  -1.1699  -3.7226
O  3.6861  0.3953  0.8415
O  1.5685  -2.5604  -3.2685
O  0.7540  -0.2966  -3.1840
O  1.9876  -1.0625  -5.1629
N  -1.0503  -3.4509  0.0867
N  4.5734  2.0193  -0.4811
C  5.5837  2.3882  -1.4593
C  -2.1238  0.4329  -0.2782
C  3.2778  2.6567  -0.6638
C  -0.0803  -2.6720  2.1985
C  -0.9916  2.3560  -2.7567
C  0.1984  3.8281  -1.3114
C  -0.3752  2.5719  -1.5207
C  -3.7255  -5.8241  -2.0686
C  -2.3944  -0.6422  -1.1253
C  -3.6699  -1.1803  -1.2513
C  -0.9653  -3.5666  1.3880
C  -0.4766  -2.4457  3.5250
C  0.3084  -1.7146  4.3981
C  -1.5092  4.2117  1.8067
C  -1.0428  3.3470  -3.7269
C  1.5057  -1.1753  3.9541
C  -2.0164  -4.1138  -2.0027
C  -2.5883  -5.3538  1.4403
C  -4.7209  -0.6479  -0.5171
C  -3.2021  0.9615  0.4373
C  5.9087  0.0439  0.0587
C  -0.4671  4.5901  -3.4932
C  -1.9193  -4.2610  -0.5973
C  -3.6391  -5.9967  -0.7171
C  -1.7171  -4.5521  2.0989
C  0.1572  4.8275  -2.2771
C  -4.4820  0.4300  0.3268
C  -1.1416  1.6187  3.4272
C  1.1107  -2.0879  1.7466
C  4.6205  0.8289  0.1696
C  -2.7355  -5.2188  0.0434
C  1.8862  -1.3403  2.6283
C  1.3236  3.2334  2.4988
C  -2.9000  -4.8758  -2.7135
H  -2.2300  1.5406  3.3702
H  -3.8380  -2.0201  -1.9179
H  -0.8773  2.1729  4.3326
H  2.1233  -0.5924  4.6301
H  -5.2967  0.8613  0.8999
H  -0.7396  0.6082  3.5002
H  2.8509  2.3755  -1.6307
H  -1.5837  -1.0640  -1.7044
H  0.6121  5.7927  -2.0777
H  -2.5676  4.0030  1.6381
H  1.1661  3.7242  3.4637
H  -1.3593  -3.4091  -2.4988
H  5.8153  -0.8339  0.6919
H  3.3994  3.7405  -0.6106
H  1.7739  3.9547  1.8121
H  -0.4900  5.3592  -4.2574
H  2.0309  2.4112  2.6321
H  -4.4222  -6.4174  -2.6497
H  -1.1734  4.8894  1.0193
H  5.3965  3.4197  -1.7562
H  -3.1678  -6.1038  1.9693
H  -4.2620  -6.7246  -0.2068
H  -1.5171  3.1410  -4.6800
H  2.7924  -0.8637  2.2694
H  -1.5718  -4.6584  3.1655
H  0.6859  4.0423  -0.3650
H  6.5856  2.3368  -1.0309
H  -1.4317  -2.8257  3.8743
H  6.0537  -0.2769  -0.9746
H  6.7716  0.6362  0.3694
H  -2.9603  -4.7493  -3.7873
H  2.6044  2.3276  0.1224
H  -1.3975  4.7062  2.7754
H  -0.0298  -1.5393  5.4126
H  5.5272  1.7631  -2.3531
H  -1.4218  1.3855  -2.9730
H  -5.7176  -1.0672  -0.6024
H  -3.0463  1.8072  1.0975

Values from the calculation:
LUMO energy (spin up / spin down) ... 4.16 / 4.16 eV
Max |F| ... 1.0 eV Å⁻¹
Kohn-Sham gap (spin up / spin down) ... 4.8961 / 5.6833 eV
Total energy ... -186441.7227 eV
Spin multiplicity ... 2
Net charge ... -2

Density functional theory data (ωB97M-V with the def2-TZVPD basis set) for a structure of composition C6H15ClI2O2PRuS in a non-equilibrium geometry.

Element x y z (Å)
I  -2.0907  -2.5583  -1.6150
I  0.5019  1.4815  -3.0655
Ru  0.0966  -0.1155  -0.8326
Cl  0.2014  1.2578  1.1648
S  -3.2261  0.5507  -0.3533
P  2.0422  -0.6530  0.2963
O  -1.7941  0.6518  -1.0041
O  1.1884  -2.4444  -2.4513
C  3.1262  -1.9494  -0.4508
C  0.6065  -1.5834  -1.7989
C  3.2152  0.7809  0.4895
C  -4.2332  1.7820  -1.0773
C  -3.2272  1.4197  1.2605
C  1.7143  -1.4094  1.9702
H  -4.2514  1.3906  1.7480
H  3.4046  1.1080  -0.5574
H  -5.3087  1.7143  -0.7290
H  2.6859  -1.6810  2.4459
H  2.4835  -2.8465  -0.4907
H  2.6863  1.5691  1.0589
H  4.0865  -2.1361  0.1504
H  -2.4785  0.8316  1.8702
H  3.3204  -1.5625  -1.4538
H  1.1034  -2.3149  1.7659
H  -2.9023  2.3817  1.0127
H  -3.9758  2.8513  -0.7516
H  4.1460  0.4136  0.9845
H  1.1300  -0.6821  2.5625
H  -4.2514  1.7520  -2.1490

Values from the calculation:
LUMO energy (spin up / spin down) ... -7.48 / -10.48 eV
Max |F| ... 10.5 eV Å⁻¹
Kohn-Sham gap (spin up / spin down) ... 8.6236 / 6.0304 eV
Total energy ... -61970.7246 eV
Spin multiplicity ... 6
Net charge ... +2

- The highest max |F| belongs to which entry?
  C6H15ClI2O2PRuS